# C24H50NO11S2

7 unconnected molecules or ions with the total composition C24H50NO11S2 at a distorted geometry (the ωB97M-V functional and the def2-TZVPD basis, the OMol25 dataset).

The geometry in ORCA input format:
```
! RIJCOSX wB97M-V def2-TZVPD def2/J DEFGRID3
* xyz -1 1
C 4.4104 -1.2189 -2.8136
O 3.3651 -0.3246 -2.2944
C 3.0710 0.7904 -3.2058
C 2.6618 0.3612 -4.7326
C 1.1729 -0.3021 -4.8995
C 0.3994 -0.6497 -3.4974
C -1.2057 -0.9396 -3.8594
S -2.2947 -0.7555 -2.3157
O -1.4626 -0.5199 -1.0159
O -3.1385 -2.0596 -2.0405
N -3.3456 0.6531 -2.4791
S -4.7438 0.1906 -3.4480
O -5.7642 -0.5953 -2.5450
O -4.3546 -0.5608 -4.7435
H 5.3685 -0.6687 -3.2046
H 3.9389 -1.8906 -3.6808
H 4.6729 -1.9974 -1.9476
H 4.0543 1.4629 -3.2648
H 2.2045 1.5098 -2.8177
H 3.4765 -0.3169 -5.2812
H 2.6460 1.3720 -5.3677
H 0.5389 0.3958 -5.6169
H 1.3096 -1.3273 -5.4950
H 0.3877 0.2116 -2.7051
H 0.8163 -1.6752 -3.1019
H -1.3970 -2.0204 -4.2654
H -1.5190 -0.1115 -4.6488
H -5.4163 1.3873 -3.8487
C -1.8898 -4.8474 2.1441
C -0.8700 -3.7964 1.7955
O 0.3246 -4.0728 1.6995
C -1.3685 -2.3942 1.5691
H -1.3864 -5.8107 2.2790
H -2.3929 -4.5819 3.0773
H -2.6167 -4.9430 1.3335
H -1.8483 -2.0193 2.4767
H -2.0721 -2.3805 0.7329
H -0.5221 -1.7431 1.3256
C 0.4585 1.2553 0.3907
C 0.8055 2.6849 0.0714
O 1.7499 2.9633 -0.6657
C -0.0477 3.7604 0.6888
H 1.1585 0.5884 -0.1237
H 0.5400 1.0848 1.4672
H -0.5544 1.0328 0.0457
H 0.0112 3.7016 1.7786
H -1.0831 3.6496 0.3570
H 0.3193 4.7421 0.3705
C 0.5960 -5.3439 4.7491
C 0.2797 -5.3334 6.2208
O -0.4361 -4.4632 6.7138
C 0.8732 -6.4286 7.0658
H 0.1004 -4.4955 4.2654
H 1.6747 -5.2502 4.6003
H 0.2281 -6.2683 4.2967
H 1.9642 -6.3833 7.0203
H 0.5176 -7.4013 6.7166
H 0.5599 -6.2940 8.1067
C 0.4141 2.2425 -8.4714
C 0.5237 0.8247 -8.9654
O 0.2983 -0.1294 -8.2228
C 0.9197 0.6196 -10.4031
H 0.1204 2.2374 -7.4164
H 1.3811 2.7436 -8.5630
H -0.3477 2.7776 -9.0440
H 1.9092 1.0484 -10.5808
H 0.1804 1.0824 -11.0618
H 0.9587 -0.4534 -10.6192
C 0.9607 8.7440 2.5021
C 1.3037 7.2949 2.2820
O 0.8372 6.6652 1.3341
C 2.2397 6.6462 3.2664
H 0.2763 9.0784 1.7152
H 0.4675 8.8662 3.4698
H 1.8681 9.3515 2.4580
H 1.8035 6.6749 4.2681
H 3.2041 7.1602 3.2563
H 2.3970 5.6002 2.9824
C -3.5479 -0.3557 8.8662
C -2.3669 -0.6076 7.9674
O -1.7693 0.3195 7.4234
C -1.9455 -2.0377 7.7601
H -3.7376 0.7214 8.9228
H -4.4358 -0.8463 8.4593
H -3.3353 -0.7268 9.8720
H -2.7619 -2.6033 7.3039
H -1.6614 -2.4837 8.7166
H -1.0806 -2.0675 7.0888
*
```

- lowest unoccupied orbital energy (eV) = 2.24
- Kohn-Sham gap (eV) = 7.711

=====

# C24H51CaCl3F4KN3O9P2

A molecular structure, C24H51CaCl3F4KN3O9P2 at a distorted geometry (the ωB97M-V functional and the def2-TZVPD basis, the OMol25 dataset).

The geometry in ORCA input format:
```
! RIJCOSX wB97M-V def2-TZVPD def2/J DEFGRID3
* xyz 0 1
C -1.6124 3.5459 -4.4058
P -1.7540 1.9003 -3.4475
N -2.3491 2.2178 -1.7967
C -0.1509 0.8596 -3.5087
F 0.7001 1.0182 -2.2884
F 0.7236 1.2229 -4.6863
C -0.6472 -0.7315 -3.6384
F -1.7240 -0.9675 -2.6192
F -1.2773 -0.8365 -5.0069
H -1.5730 3.2621 -5.5642
H -2.6184 4.1641 -4.2303
H -0.6495 4.1897 -4.1174
H -2.7819 1.1147 -4.1151
H -3.4101 2.1904 -1.8801
H -2.1599 3.2339 -1.5444
H 0.2612 -1.4868 -3.5226
C 2.1185 2.8262 1.3866
C 0.9624 1.8715 1.2359
C -0.2197 2.8136 1.1676
O 0.2508 4.0287 0.5681
C 1.6838 3.9889 0.5216
H 3.0796 2.4042 1.0820
H 2.2004 3.1479 2.4317
H 1.0566 1.3211 0.2923
H 0.8828 1.1453 2.0488
H -0.5923 3.0571 2.1682
H -1.0458 2.4075 0.5768
H 1.9799 3.8389 -0.5224
H 2.0906 4.9437 0.8660
C -1.7406 -6.1700 -4.6560
O -2.2881 -7.2106 -4.9988
N -2.3768 -4.9667 -4.4382
C -1.6576 -3.7764 -4.0330
C -3.8115 -4.8872 -4.6196
H -0.6517 -6.1182 -4.4897
H -2.0496 -3.4363 -3.0704
H -1.8083 -2.9980 -4.7864
H -0.5873 -3.9774 -3.9339
H -4.2959 -5.5974 -3.9425
H -4.0557 -5.1612 -5.6506
H -4.1724 -3.8761 -4.4121
Cl -3.6342 2.7251 2.5671
C -4.1448 3.7426 3.9373
C -3.0357 3.9254 4.9612
Cl -2.6707 2.4163 5.8341
H -5.0349 3.2887 4.3838
H -4.4304 4.7132 3.5213
H -3.3410 4.6597 5.7127
H -2.1112 4.2802 4.4950
O 0.2500 7.2545 -2.4957
C 1.4793 7.3408 -1.9678
C 1.3765 7.9022 -0.4717
O 2.6069 8.0031 0.0504
H 2.2013 7.9979 -2.4840
H 2.0591 6.4038 -1.8931
H 0.6653 7.2343 0.0463
H 0.7836 8.8311 -0.5420
K -0.3228 -4.8339 -2.4382
O -4.4703 0.7397 8.0676
H -3.9121 1.4097 7.7172
O 2.7834 -5.3428 1.2718
P 3.9620 -5.1771 2.2622
O 4.4404 -6.7518 2.1137
C 5.2573 -7.0843 1.0038
C 6.6525 -6.5043 1.1446
O 2.9546 -5.2990 3.5885
C 1.5889 -4.9080 3.4807
C 0.7096 -6.0955 3.1396
O 5.2788 -4.9920 3.3688
C 5.2723 -5.5450 4.6876
C 5.0515 -7.0484 4.7887
H 4.7847 -6.7449 0.0772
H 5.3215 -8.1762 0.9654
H 6.6256 -5.4105 1.1009
H 7.3053 -6.8611 0.3442
H 7.0937 -6.7771 2.1091
H 1.4742 -4.0917 2.7556
H 1.2806 -4.4979 4.4485
H 1.1261 -6.7191 2.3372
H -0.2904 -5.7687 2.8339
H 0.6043 -6.7535 4.0066
H 4.5524 -4.9987 5.3094
H 6.2579 -5.3245 5.1105
H 4.0403 -7.3373 4.4813
H 5.1728 -7.3861 5.8217
H 5.7622 -7.5963 4.1618
N -5.1647 7.3293 -2.2182
C -4.1499 7.9244 -2.9214
C -2.9549 7.4537 -2.4248
C -3.2599 6.5379 -1.3896
C -4.6316 6.4781 -1.2854
H -6.1525 7.4919 -2.3652
H -4.3644 8.6312 -3.7117
H -1.9699 7.7382 -2.7716
H -2.5549 5.9815 -0.7857
H -5.2722 5.9053 -0.6283
Ca 0.5279 -5.0650 0.9853
Cl -3.3584 0.2343 -0.6178
*
```

- lowest unoccupied orbital energy (eV) = -3.50
- Kohn-Sham gap (eV) = 1.106

=====

# C24H51F6O12PS7

7 unconnected molecules or ions with the total composition C24H51F6O12PS7 (the ωB97M-V functional and the def2-TZVPD basis, the OMol25 dataset).

The geometry in ORCA input format:
```
! RIJCOSX wB97M-V def2-TZVPD def2/J DEFGRID3
* xyz 0 1
C 0.6833 -4.9994 5.4314
C -0.1933 -4.8048 4.1836
P -0.3852 -2.9860 3.8881
C -2.1239 -2.6543 4.3436
C -0.5122 -2.8435 2.0229
C 0.7868 -3.2753 1.3732
C 0.9151 -2.8920 -0.1026
C 0.4704 -1.4459 -0.4308
C 1.4824 -0.7239 -1.2988
O 2.6371 -1.0304 -1.3614
C 0.9681 0.4631 -2.1501
F -0.3448 0.2771 -2.4236
F 1.1202 1.6204 -1.4732
C 1.7139 0.6476 -3.4948
F 1.8240 -0.5402 -4.1202
F 2.9470 1.1313 -3.2397
C 0.9733 1.6576 -4.4428
F 0.1625 0.9669 -5.2988
F 0.1852 2.4903 -3.7230
C 1.9484 2.4849 -5.3185
O 2.8379 1.9740 -5.9186
O 1.7085 3.8164 -5.3188
S 0.1718 -0.4975 1.0617
O 1.3883 -0.4026 1.8020
O -0.5394 0.6903 0.7034
O -0.8667 -1.4397 1.7633
H 0.6638 -6.0461 5.7180
H 1.7134 -4.7076 5.2101
H 0.3225 -4.3771 6.2524
H 0.2429 -5.3165 3.3250
H -1.1862 -5.2138 4.3947
H -2.3297 -1.6267 4.0310
H -2.8455 -3.3081 3.8462
H -2.2383 -2.7044 5.4278
H -1.3608 -3.4263 1.6534
H 1.6393 -2.9157 1.9546
H 0.8180 -4.3668 1.4310
H 0.3234 -3.5704 -0.7190
H 1.9614 -3.0000 -0.3879
H -0.5118 -1.4783 -0.9062
H 0.7811 4.0038 -5.5414
C -0.1589 4.5436 -0.6805
S 1.2930 5.5928 -0.5988
O 0.9690 6.7012 0.3381
C 1.1542 6.2442 -2.2672
H -0.2562 4.0345 0.2762
H -1.0413 5.1543 -0.8716
H -0.0250 3.8050 -1.4698
H 0.1806 6.7141 -2.3997
H 1.2796 5.4348 -2.9868
H 1.9489 6.9773 -2.3976
C -1.4667 -1.6633 -6.1749
S -2.2592 -1.6888 -4.5631
O -2.1012 -3.0660 -4.0252
C -3.9419 -1.5528 -5.1773
H -0.3972 -1.7852 -6.0172
H -1.8506 -2.4849 -6.7794
H -1.6587 -0.7046 -6.6562
H -4.1488 -2.3817 -5.8541
H -4.0636 -0.5972 -5.6871
H -4.6096 -1.5986 -4.3199
C -3.2896 -6.6707 7.8546
S -1.6229 -7.2088 8.2538
O -0.8059 -6.9678 7.0363
C -1.9875 -8.9662 8.3328
H -3.2609 -5.5909 7.7061
H -3.6156 -7.1606 6.9373
H -3.9585 -6.9160 8.6807
H -2.4037 -9.2929 7.3800
H -2.6895 -9.1529 9.1452
H -1.0532 -9.4880 8.5276
C -2.0608 -3.8628 10.0068
S -2.8338 -2.5049 9.1246
O -2.7960 -2.8848 7.6856
C -1.5150 -1.3168 9.3892
H -2.7160 -4.7230 9.8911
H -1.0897 -4.0772 9.5597
H -1.9565 -3.6224 11.0646
H -0.5833 -1.7150 8.9878
H -1.4227 -1.1129 10.4559
H -1.7843 -0.4040 8.8625
C 5.3668 4.5280 -7.5295
S 6.3336 5.3263 -6.2434
O 7.7278 5.4249 -6.7456
C 6.2825 3.9441 -5.0966
H 5.3091 5.2121 -8.3736
H 5.8586 3.6046 -7.8343
H 4.3649 4.3202 -7.1522
H 6.7107 3.0626 -5.5729
H 5.2497 3.7575 -4.8014
H 6.8718 4.2183 -4.2243
C -1.8125 8.0720 -6.7624
S -0.5891 7.5747 -5.5445
O -1.0957 6.3288 -4.9066
C -0.9059 8.9223 -4.4000
H -1.8096 7.3280 -7.5560
H -2.7950 8.1105 -6.2927
H -1.5404 9.0451 -7.1705
H -1.9528 8.9017 -4.0979
H -0.6606 9.8685 -4.8818
H -0.2671 8.7794 -3.5312
*
```

- lowest unoccupied orbital energy (eV) = 0.00
- Kohn-Sham gap (eV) = 8.223

=====

# C24H51GdNO6P

A molecular structure, C24H51GdNO6P at a distorted geometry (the ωB97M-V functional and the def2-TZVPD basis, the OMol25 dataset).

The geometry in ORCA input format:
```
! RIJCOSX wB97M-V def2-TZVPD def2/J DEFGRID3
* xyz 2 8
Gd -0.6596 -0.9924 -0.7590
C -3.6478 0.6804 -0.2278
C -3.6486 0.2760 -1.6786
O -2.2971 0.3222 -2.1034
C -2.0711 0.1245 -3.4979
C -0.5822 0.1685 -3.7659
O 0.0563 -0.8892 -3.0207
C 1.3875 -1.2538 -3.4858
C 2.2333 -1.5798 -2.2740
O 1.4180 -2.2239 -1.2913
C 1.6005 -3.6238 -1.0323
C 0.4326 -4.3738 -1.6329
O -0.7445 -3.7603 -1.0714
C -1.9610 -4.2373 -1.6439
C -3.0541 -3.9496 -0.6592
O -2.8577 -2.5945 -0.2107
C -3.8567 -2.2186 0.7481
C -3.2980 -0.9919 1.4351
O -2.7277 -0.1042 0.4883
H -4.6575 0.6285 0.1897
H -3.2984 1.7107 -0.1673
H -4.2864 0.9434 -2.2861
H -4.0164 -0.7305 -1.8184
H -2.5719 0.9145 -4.0646
H -2.5257 -0.8203 -3.8001
H -0.1559 1.1505 -3.4832
H -0.4784 0.0303 -4.8473
H 1.2614 -2.1195 -4.1313
H 1.8113 -0.4152 -4.0812
H 2.6285 -0.6640 -1.8160
H 3.0328 -2.2448 -2.5417
H 1.6504 -3.7262 0.0583
H 2.5450 -3.9437 -1.4540
H 0.4246 -5.4421 -1.3547
H 0.3973 -4.2823 -2.7354
H -1.9065 -5.2967 -1.8138
H -2.1632 -3.7332 -2.5879
H -2.9883 -4.6051 0.1920
H -4.0320 -4.0916 -1.1170
H -4.0228 -3.0054 1.4954
H -4.7997 -2.0165 0.2344
H -2.5028 -1.3515 2.1084
H -4.0751 -0.4958 2.0214
C 0.6778 3.9816 0.1399
C 0.2256 3.0917 1.2955
C -1.2730 2.8654 1.1167
C 0.4924 3.8418 2.6173
P 1.1272 1.4333 1.0478
N 0.5079 0.5667 -0.1435
C 2.9344 1.8212 0.6167
C 3.6696 0.5063 0.7397
C 3.6244 2.9083 1.4652
C 3.0213 2.2000 -0.8733
C 1.0857 0.4369 2.6348
C 2.0982 0.9039 3.7076
C -0.3456 0.5698 3.1494
C 1.2156 -1.0299 2.3108
H 0.1167 4.9289 0.1375
H 0.5176 3.5090 -0.8215
H 1.7184 4.2417 0.2226
H -1.7734 3.8361 0.9247
H -1.7794 2.4031 1.9549
H -1.4266 2.2143 0.2463
H -0.0268 4.8196 2.5978
H 1.5664 4.0195 2.7498
H 0.1763 3.2754 3.4701
H 3.2476 -0.2661 0.0995
H 3.7167 0.0797 1.7426
H 4.7079 0.6862 0.4832
H 3.7098 2.5715 2.5158
H 3.0925 3.8567 1.4487
H 4.6026 3.1080 1.0702
H 2.2120 1.7176 -1.4158
H 3.9472 1.8377 -1.2733
H 2.9752 3.2760 -1.0165
H 1.9956 1.9715 3.9142
H 3.1360 0.7562 3.4049
H 1.9032 0.3563 4.6289
H -0.5410 1.5549 3.5984
H -0.5245 -0.1916 3.9068
H -1.0496 0.4067 2.3293
H 2.0600 -1.2432 1.6536
H 0.3177 -1.4234 1.8346
H 1.3479 -1.5713 3.2514
*
```

- lowest unoccupied orbital energy (spin up / spin down) (eV) = -6.33 / -4.40
- Kohn-Sham gap (spin up / spin down) (eV) = 7.381 / 9.476
- expectation value of S² = 15.9416

=====

# C24H52BFI2N2O7PS

4 unconnected molecules or ions with the total composition C24H52BFI2N2O7PS at a distorted geometry (the ωB97M-V functional and the def2-TZVPD basis, the OMol25 dataset).

The geometry in ORCA input format:
```
! RIJCOSX wB97M-V def2-TZVPD def2/J DEFGRID3
* xyz -1 1
C -5.5726 -5.9741 -1.7912
C -5.6890 -5.6835 -0.1833
O -4.7973 -4.6694 0.3637
B -5.0086 -3.3178 -0.1320
O -6.4270 -3.1249 -0.6219
P -3.7550 -1.8143 -0.1320
N -5.0398 -1.0277 -1.1147
C -2.5264 -2.6867 1.0618
C -0.9440 -2.2618 0.8839
C -0.4173 -1.1757 2.0441
O 1.0753 -1.2476 2.1381
C 1.7063 -0.4592 1.0689
C -4.7348 -1.2818 1.4693
C -6.1288 -0.4863 1.1871
O -7.3083 -1.1190 1.4544
F -6.3070 0.9267 0.7653
N -2.6678 -0.4509 -0.1031
C -3.0275 0.7098 0.4248
S -3.4684 2.3715 0.2488
C -2.8599 -2.5544 -1.6955
I -2.1579 -4.6765 -1.8336
C -2.5145 -1.7949 -2.9261
C -2.8783 -0.2363 -3.1918
I -1.4066 -2.7893 -4.6042
H -4.5693 -6.5585 -2.0619
H -6.4450 -6.7253 -2.1073
H -5.6933 -5.0415 -2.4857
H -6.8323 -5.5716 0.1449
H -5.3566 -6.7105 0.3339
H -6.4556 -3.1921 -1.6205
H -5.1164 -1.4660 -2.0818
H -4.9064 -0.0319 -1.2997
H -2.5237 -3.8526 1.0196
H -2.7426 -2.4660 2.2178
H -0.5979 -1.9992 -0.1948
H -0.3047 -3.2351 1.1642
H -0.7473 -0.0756 1.8223
H -0.8137 -1.5692 3.0830
H 2.0900 -1.2381 0.2489
H 0.9947 0.3295 0.5749
H 2.6364 0.1355 1.5118
H -5.0675 -2.3268 1.9540
H -4.0881 -0.8105 2.3119
H -2.3246 0.5464 -2.4802
H -2.4618 0.0511 -4.2711
H -4.0436 0.0059 -3.2936
C 2.2695 -0.7674 5.5861
C 3.4674 -0.2080 4.8390
O 3.2664 1.1192 4.3598
C 3.0252 2.1214 5.3434
C 4.1773 2.3012 6.3164
H 1.3582 -0.6662 4.9881
H 2.4237 -1.8248 5.8192
H 2.1027 -0.2371 6.5282
H 3.6523 -0.8312 3.9570
H 4.3740 -0.2578 5.4524
H 2.0886 1.9191 5.8727
H 2.8781 3.0604 4.7992
H 4.3030 1.4208 6.9538
H 3.9988 3.1634 6.9664
H 5.1190 2.4520 5.7785
C 1.2886 -0.0064 -7.7926
C 1.1584 0.2995 -6.3109
O 2.1891 -0.2859 -5.5194
C 3.5223 0.1308 -5.8009
C 3.7497 1.6158 -5.5788
H 1.3900 -1.0837 -7.9583
H 0.4105 0.3536 -8.3362
H 2.1709 0.4750 -8.2243
H 0.2133 -0.1198 -5.9485
H 1.1095 1.3797 -6.1334
H 3.8087 -0.1658 -6.8150
H 4.1719 -0.4277 -5.1185
H 3.1941 2.2179 -6.3041
H 4.8114 1.8605 -5.6827
H 3.4133 1.9144 -4.5806
C 3.2439 3.4285 1.5670
C 4.4417 3.9879 0.8198
O 4.2407 5.3151 0.3406
C 3.9995 6.3173 1.3243
C 5.1517 6.4971 2.2972
H 2.3325 3.5297 0.9689
H 3.3980 2.3711 1.8000
H 3.0770 3.9588 2.5090
H 4.6266 3.3646 -0.0622
H 5.3484 3.9381 1.4332
H 3.0629 6.1150 1.8536
H 3.8524 7.2563 0.7801
H 5.2773 5.6167 2.9346
H 4.9731 7.3593 2.9472
H 6.0933 6.6479 1.7593
*
```

- lowest unoccupied orbital energy (eV) = 2.00
- Kohn-Sham gap (eV) = 7.439

=====

no.,energy (eV),M (Da)
1,-71376.4901,592.8
2,-150370.5574,849.2
3,-151719.8606,901.1
4,-69600.8783,637.9
5,-82754.8633,827.3